[1]
{"formula": "C19H29ClN2O2", "method": "wB97M-V/def2-TZVPD", "symbols": ["C", "C", "C", "C", "N", "C", "C", "C", "C", "C", "H", "H", "H", "H", "C", "C", "C", "O", "C", "C", "C", "C", "C", "C", "O", "C", "H", "H", "H", "H", "N", "H", "H", "Cl", "H", "H", "H", "H", "H", "H", "H", "H", "H", "H", "H", "H", "H", "H", "H", "H", "H", "H", "H"], "positions_angstrom": [[1.09515, 0.04499, -6.85098], [1.05938, -0.93002, -5.59258], [2.28664, -0.78820, -4.68186], [2.25507, -1.61883, -3.59273], [0.92255, -1.32297, -2.83671], [1.27527, -0.19797, -2.01814], [0.05280, 0.16537, -1.35694], [-0.64453, -1.24976, -0.44924], [-0.65927, -2.46651, -1.40148], [0.74015, -2.56422, -1.99762], [0.79809, -3.66432, -2.70461], [1.47587, -2.97018, -1.33755], [-1.00773, -3.15857, -0.80692], [-1.28450, -2.31645, -2.07612], [-2.01909, -0.97892, 0.22188], [-1.69311, 0.10060, 1.33226], [-1.17815, -0.37240, 2.63747], [-0.83216, -1.65848, 2.66341], [-0.95864, 0.24748, 3.91451], [-0.30991, -0.30318, 4.93511], [-0.23421, 0.36264, 6.04306], [-0.12569, 1.72493, 6.07757], [-0.69279, 2.34333, 5.03757], [-0.90227, 1.74331, 3.80770], [-1.73225, 2.14496, 2.75581], [-1.74059, 3.76973, 2.83413], [-0.83289, 4.47506, 2.86205], [-2.11248, 3.87452, 1.83630], [-2.33444, 4.14231, 3.43934], [-0.84951, 3.56895, 5.09796], [-0.10411, 2.35359, 7.34786], [-0.13215, 3.44794, 7.23620], [0.45649, 1.96485, 8.07411], [0.36811, -0.34448, 7.44815], [-0.31559, -1.30545, 4.84656], [-1.16297, 0.76009, 1.18839], [-2.97555, 0.33209, 1.69653], [-2.00687, -1.83750, 0.65435], [-2.57412, -0.62237, -0.50562], [0.34588, -1.49366, 0.28353], [0.16346, 1.03481, -0.55351], [-0.56717, 0.21619, -2.11171], [1.56053, 0.60475, -2.66033], [2.02370, -0.30622, -1.26073], [2.24411, -2.78452, -4.09148], [3.17805, -1.43356, -2.92277], [2.32128, 0.44833, -4.47852], [3.19713, -0.73676, -5.32752], [0.11718, -0.99010, -5.08015], [1.20441, -2.06216, -6.23086], [0.11155, -0.24281, -7.48947], [0.92395, 0.98205, -6.51348], [1.80593, -0.13230, -7.34214]], "mulliken_charge": [-1.682, -0.218, -0.557, -0.512, 0.390, -0.680, -1.120, 0.691, -1.906, -0.769, 0.320, 0.467, 0.797, 0.600, -2.023, -1.569, 0.572, -0.726, 0.311, -1.153, 0.551, 0.484, -0.213, 0.373, -0.304, -1.333, 0.385, 0.337, 0.598, -0.028, -0.555, 0.236, 0.194, -0.281, 0.672, 1.287, 0.185, 0.795, 0.678, 0.271, 0.187, 0.490, 0.360, 0.369, 0.269, 0.277, 0.189, 0.361, 0.405, 0.146, 0.263, 0.520, 0.600], "spin_multiplicity": 1, "de_lowest_kcal_mol": 387.4, "orbital_gap_ev": 8.340, "total_charge": 0, "homo_energy_ev": -8.2}

***

[2]
{"formula": "C5H8N2", "method": "wB97M-V/def2-TZVPD", "symbols": ["C", "C", "C", "C", "N", "C", "N", "H", "H", "H", "H", "H", "H", "H", "H"], "positions_angstrom": [[2.36804, -1.09404, -0.03124], [1.20621, -0.52820, -0.78750], [-0.06664, -0.52078, -0.39992], [-1.18867, 0.15133, -0.09020], [-2.54461, -0.24627, -0.26755], [-0.92174, 1.51770, 0.36164], [0.26476, 1.93913, 0.58649], [2.26887, -0.96807, 1.05379], [2.49520, -2.15997, -0.25188], [3.27984, -0.59434, -0.37162], [0.17199, -1.34529, -1.28259], [-3.11906, 0.03401, 0.52105], [-2.64665, -1.24740, -0.38075], [-1.81938, 2.14198, 0.48090], [0.25183, 2.92021, 0.85939]], "mulliken_charge": [-0.875, -0.206, 0.398, 0.086, -0.637, -0.264, -0.588, 0.294, 0.314, 0.293, 0.115, 0.251, 0.241, 0.348, 0.233], "spin_multiplicity": 1, "de_lowest_kcal_mol": 116.9, "orbital_gap_ev": 7.743, "total_charge": 0, "homo_energy_ev": -7.0}

***

[3]
{"formula": "C24H24MnN3Sb", "method": "wB97M-V/def2-TZVPD", "symbols": ["Mn", "C", "C", "C", "C", "C", "C", "H", "H", "H", "H", "H", "H", "C", "C", "C", "C", "C", "C", "N", "Sb", "C", "C", "C", "C", "C", "C", "N", "C", "C", "C", "C", "C", "C", "N", "H", "H", "H", "H", "H", "H", "H", "H", "H", "H", "H", "H", "H", "H", "H", "H", "H", "H"], "positions_angstrom": [[-0.00453, -0.03066, -0.10409], [0.84851, -1.10407, 3.47805], [1.36088, 0.18765, 3.38526], [0.50388, 1.27804, 3.31317], [-0.87330, 1.07716, 3.38129], [-1.38926, -0.20839, 3.47430], [-0.52418, -1.29711, 3.53584], [1.51970, -1.94811, 3.58613], [2.43015, 0.34622, 3.43968], [0.90762, 2.28426, 3.32425], [-1.53986, 1.92812, 3.43204], [-2.45767, -0.35771, 3.57792], [-0.92227, -2.29349, 3.68451], [-1.37768, -2.46630, 0.74336], [-1.44843, -2.53267, -0.74628], [-2.07232, -3.58155, -1.40013], [-2.10060, -3.59704, -2.78039], [-1.49896, -2.55244, -3.46647], [-0.89380, -1.52557, -2.76090], [-0.86752, -1.51327, -1.41288], [0.00679, 0.02326, -3.91378], [1.79536, 0.01327, -2.76524], [2.98417, 0.02596, -3.47591], [4.19150, 0.01579, -2.79529], [4.16516, -0.01085, -1.41596], [2.94603, -0.01861, -0.75808], [2.86963, -0.03961, 0.72805], [1.76748, -0.00510, -1.41744], [-0.87411, 1.57096, -2.75362], [-1.44871, 2.61353, -3.46139], [-2.05874, 3.65366, -2.77902], [-2.07849, 3.60818, -1.40069], [-1.49351, 2.53700, -0.74472], [-1.50634, 2.44670, 0.73953], [-0.88806, 1.52505, -1.40535], [-1.80983, -3.34404, 1.21941], [-1.92785, -1.59626, 1.11178], [-0.33401, -2.40666, 1.06670], [-2.52828, -4.37571, -0.82489], [-2.57978, -4.40744, -3.31424], [-1.49707, -2.53499, -4.54828], [2.96308, 0.04488, -4.55770], [5.13150, 0.02737, -3.33164], [5.08188, -0.02366, -0.84226], [3.85081, 0.02355, 1.19472], [2.40495, -0.96686, 1.07356], [2.29025, 0.81662, 1.07883], [-1.42164, 2.60731, -4.54313], [-2.51184, 4.47873, -3.31330], [-2.54688, 4.39512, -0.82546], [-2.08745, 3.24498, 1.19728], [-0.49045, 2.51846, 1.13179], [-1.95660, 1.50113, 1.04989]], "mulliken_charge": [0.297, -0.497, -0.570, -0.490, -0.556, -0.526, -0.554, 0.483, 0.667, 0.485, 0.648, 0.468, 0.600, -1.583, 1.170, -0.698, -0.671, -0.621, 0.210, 0.023, 1.308, 0.222, -0.633, -0.679, -0.681, 1.044, -1.474, 0.007, 0.231, -0.631, -0.699, -0.669, 1.025, -1.470, 0.021, 0.423, 0.288, 0.273, 0.469, 0.446, 0.382, 0.382, 0.446, 0.465, 0.410, 0.318, 0.236, 0.381, 0.448, 0.462, 0.397, 0.261, 0.306], "spin_multiplicity": 2, "orbital_gap_ev": [6.579, 1.893], "total_charge": 2, "homo_energy_ev": [-12.9, -12.9]}

***

[4]
{"formula": "C5H5Cl", "method": "wB97M-V/def2-TZVPD", "symbols": ["C", "C", "C", "C", "C", "Cl", "H", "H", "H", "H", "H"], "positions_angstrom": [[-2.11070, -1.42932, 0.15689], [-1.16587, -0.68918, -0.11381], [-0.23997, 0.26059, -0.43319], [0.63958, 1.01695, 0.58671], [1.24062, 0.11125, -0.34675], [1.93180, -1.45263, 0.06375], [-2.93829, -2.02460, 0.34628], [-0.62715, 0.89976, -1.23670], [0.50499, 0.66251, 1.60921], [0.91112, 2.06528, 0.50670], [1.85386, 0.57941, -1.13909]], "mulliken_charge": [0.237, -0.534, -0.491, -0.606, 0.045, -0.197, 0.454, 0.250, 0.289, 0.237, 0.316], "smiles": "C#C[C@H]1C[C@H]1Cl", "spin_multiplicity": 1, "de_lowest_kcal_mol": 50.4, "orbital_gap_ev": 10.344, "total_charge": 0, "homo_energy_ev": -9.4}

***

| no. | DFT total energy (hartree) |
| --- | --- |
| 1 | -1460.9685 |
| 2 | -304.6492 |
| 3 | -2483.7189 |
| 4 | -653.6005 |